ORCA calculation (wB97M-V/def2-TZVPD) on a structure of composition C12H14I2N2Re at a distorted geometry.

Output
Max |F|: 0.0491 hartree/bohr
HOMO energy (alpha / beta): -15.64 / -15.56 eV
Charge: +2
Energy relative to the best compared isomer or geometry (same formula, charge and spin): 0.0 kcal/mol
Spin multiplicity: 4
DFT total energy: -1248.17428 hartree
LUMO (alpha / beta): -8.93 / -9.70 eV

Each line ends with the Löwdin spin population.
Cartesian coordinates (Å):
1 H 3.1556 1.7893 -2.6148  0.000
2 C -2.6980 -2.7293 0.4603  0.083
3 N 1.8252 -0.7831 0.1218  -0.007
4 C 1.7169 0.4497 -1.8606  0.016
5 H 1.4267 3.1940 -3.8652  0.001
6 H 5.5329 0.2901 0.7341  0.001
7 C -0.2109 1.8993 -3.2055  -0.002
8 N 0.4045 0.0716 -1.7695  0.013
9 H 1.8183 -1.5666 2.0110  0.037
10 H -1.9274 -3.4843 0.2917  0.013
11 I -0.9684 1.3458 0.9885  0.136
12 C 2.4774 -1.0677 1.2971  0.047
13 H -3.8657 -1.3389 -0.6653  0.001
14 C 3.8535 0.3125 -0.5977  -0.001
15 H 4.2395 -1.0260 2.4724  0.000
16 C 1.1407 2.3060 -3.2885  0.026
17 C -3.1118 -2.1117 -0.8409  0.036
18 I -0.4650 -2.4890 2.1478  0.709
19 C 2.5427 -0.1088 -0.8388  0.016
20 H -3.5813 -2.9227 -1.4035  0.005
21 C 2.1009 1.5472 -2.6295  0.002
22 Re -0.1890 -0.8724 -0.1087  1.776
23 H -2.3217 -1.6667 -1.4545  0.009
24 H 4.2577 0.9709 -1.3530  0.000
25 H -1.5406 0.2748 -2.4132  0.001
26 C -0.5572 0.7455 -2.4981  0.025
27 H -2.4094 -1.9355 1.1685  0.031
28 H -3.5490 -3.2089 0.9523  0.000
29 C 3.7909 -0.7263 1.5379  -0.001
30 H -1.0344 2.4492 -3.6951  0.000
31 C 4.5063 -0.0152 0.5718  0.024

***

ORCA calculation (wB97M-V/def2-TZVPD) on a structure of composition C12H14IrN2P at a distorted geometry.

Output
Max |F|: 0.0803 hartree/bohr
HOMO energy (alpha / beta): -7.73 / -11.81 eV
Charge: +1
Energy relative to the best compared isomer or geometry (same formula, charge and spin): 17.1 kcal/mol
Spin multiplicity: 6
DFT total energy: -1020.31810 hartree
LUMO (alpha / beta): -3.28 / -6.16 eV

Each line ends with the Löwdin spin population.
Cartesian coordinates (Å):
1 H -1.1811 -1.6706 -0.9278  0.018
2 H -0.8065 1.6527 3.2628  0.016
3 H -1.8966 -2.1811 1.3636  0.019
4 H -2.7283 -0.2369 2.1131  0.033
5 H 1.8897 4.1669 5.5818  0.002
6 H 3.7841 3.1891 0.9801  0.003
7 C -0.1867 -1.1743 -1.0177  0.184
8 H 1.2027 0.8972 -3.4573  0.013
9 C 1.6551 3.6428 4.6576  0.064
10 C 0.9058 -1.9721 -1.7023  0.329
11 C 1.5255 -1.2217 -2.7312  0.078
12 Ir -0.2555 0.3412 0.5766  1.949
13 H 1.1812 -2.9620 -1.3472  0.014
14 N 2.8766 2.8069 1.2240  0.209
15 H 2.3774 -1.5365 -3.3307  -0.001
16 C 2.1846 3.0623 2.4159  0.017
17 P -1.4988 -0.8850 1.7906  0.241
18 H -0.1992 2.8758 5.4399  0.000
19 H 2.4530 1.6264 -0.5459  0.039
20 C -0.1323 0.2188 -1.8002  0.249
21 N 1.0240 1.6566 1.1025  0.442
22 C 0.9067 0.0760 -2.8060  0.305
23 C 2.5522 3.7074 3.5790  0.050
24 C 2.1667 1.9668 0.4452  0.517
25 H 3.5047 4.2314 3.6013  0.002
26 C 0.9916 2.3502 2.3320  0.037
27 H -1.0640 0.8098 -1.9511  0.018
28 H -0.9038 -1.1483 3.0637  0.032
29 C 0.1002 2.2422 3.3900  0.089
30 C 0.4561 2.9121 4.5726  0.032